1.
23
Properties=species:S:1:pos:R:3:forces:R:3 method="wB97M-V/def2-TZVPD" e_homo_ha="-0.400 / -0.400" e_lumo_ev="-3.9 / -3.9" total_energy_ha=-927.3316 orbital_gap_ev="7.0 / 7.0" e_above_lowest_ev=0.708 charge=+1 spin_multiplicity=1
C -1.44625 1.46114 1.27410 0.4 -1.6 1.5
C -0.31733 -0.61699 -1.30576 1.7 -3.6 0.5
C -1.43051 1.52338 -1.31516 0.8 -2.1 0.4
C -0.17691 -0.75052 1.31113 -0.8 2.5 -3.0
C -0.27574 0.72616 3.22959 1.9 -1.5 0.7
C 2.23187 -1.55214 -1.94525 -1.3 -0.1 -1.4
N -1.80017 1.68053 -0.01561 -1.4 1.7 -0.1
N -0.83326 0.45533 -1.85393 -1.8 3.1 -0.1
N -0.58091 0.43132 1.82928 -0.9 -0.1 -2.0
N -0.13471 -1.13304 0.02230 -1.5 2.9 -0.4
O -2.00915 2.14564 2.09373 -0.2 0.7 0.7
S 0.41743 -1.66848 -2.51541 0.9 -0.4 0.9
H -1.87130 2.17809 -1.97346 -0.8 1.4 -1.3
H 0.43406 -1.37118 1.84646 0.9 -1.4 2.1
H -0.08893 1.80787 3.21527 0.0 -0.6 0.8
H -1.07236 0.37892 3.93791 0.6 0.7 -0.8
H 0.70592 0.11723 3.43432 -1.8 1.4 0.0
H 2.63239 -2.53067 -2.32730 0.2 1.5 0.3
H 2.22716 -1.52884 -0.86821 0.2 -0.1 0.3
H 2.58038 -0.56737 -2.34067 0.4 -1.3 0.1
H -2.51767 2.48061 0.16317 1.5 -1.7 -1.0
H -0.85596 0.45235 -2.92177 0.4 -0.1 2.0
H 0.17714 -2.06653 -0.04900 0.4 -1.1 -0.3

2.
13
Properties=species:S:1:pos:R:3:forces:R:3 method="wB97M-V/def2-TZVPD" e_homo_ha=-0.321 e_lumo_ev=0.8 total_energy_ha=-646.6236 orbital_gap_ev=9.6 e_above_lowest_ev=2.404 spin_multiplicity=1
C -1.81054 -0.17079 -1.06195 -0.4 -0.6 0.4
C 0.69706 0.28128 0.27510 0.1 0.1 1.5
C 1.96100 1.12916 0.34248 -0.5 0.1 -0.1
H -2.17080 0.79114 -0.66939 0.2 -0.4 0.0
H -2.14136 -1.02637 -0.42786 0.3 0.9 -0.4
H -2.25753 -0.31647 -2.06048 0.5 0.1 0.3
H 1.79165 2.13268 -0.07142 0.1 -0.3 -0.1
H 2.12201 1.23175 1.42049 0.4 0.0 -0.3
H 2.82535 0.66406 -0.15089 -0.3 0.1 0.1
H -0.94095 -0.93487 2.48035 0.0 -0.1 -1.0
N 0.30233 -0.02710 1.46065 -0.3 -0.1 -0.7
O -0.83166 -0.86357 1.50530 0.3 0.3 1.0
S 0.01397 -0.18009 -1.25760 -0.4 0.0 -0.6

3.
81
Properties=species:S:1:pos:R:3:forces:R:3 method="wB97M-V/def2-TZVPD" e_homo_ha=-0.090 e_lumo_ev=2.2 total_energy_ha=-1912.1663 orbital_gap_ev=4.7 charge=-1 spin_multiplicity=1
C 0.49188 2.44170 -1.13197 -0.4 0.4 -0.2
C 1.21498 1.48369 -0.22712 0.9 0.8 0.7
C 2.42975 1.81618 0.24768 -0.8 -0.3 0.6
C 0.57973 0.18617 0.16924 -0.4 -0.2 0.6
Sn -1.22979 0.34990 1.42630 -0.6 0.5 -0.2
C -2.44419 -1.46868 1.36097 0.8 0.8 0.0
C -3.39340 -1.74041 2.34540 -0.4 -0.7 -0.2
C -4.18432 -2.89763 2.24078 0.2 0.2 0.0
C -4.01307 -3.77877 1.16641 0.2 0.3 0.0
C -3.04985 -3.49680 0.19194 0.1 0.1 0.0
C -2.25872 -2.34000 0.28965 -0.6 -0.7 0.1
C -1.21684 0.91093 3.54310 0.2 -0.4 -1.0
C -2.24833 1.68472 4.07835 0.2 0.1 0.7
C -2.23951 2.00217 5.44876 0.1 -0.2 -0.3
C -1.21669 1.52225 6.27382 0.0 -0.1 -0.3
C -0.20477 0.72054 5.73183 0.0 0.0 -0.2
C -0.20137 0.41332 4.36021 -0.2 0.3 0.8
C -2.43314 1.88753 0.46339 0.4 -0.7 0.6
C -3.26703 1.54454 -0.59805 -0.3 0.8 -0.3
C -3.93781 2.56160 -1.29945 0.1 -0.2 0.1
C -3.76840 3.89948 -0.93262 0.0 -0.1 0.1
C -2.92931 4.23121 0.13438 0.2 -0.3 0.3
C -2.25675 3.21871 0.83948 -0.6 0.5 -0.5
H 0.10687 1.91703 -2.01348 0.1 0.1 0.0
H -0.38447 2.91526 -0.65035 0.5 -0.3 -0.2
H 1.14894 3.26405 -1.46875 -0.2 -0.5 0.1
H 2.96656 1.14182 0.92557 -0.1 0.2 -0.3
H 2.87832 2.79130 0.05593 -0.1 -0.4 -0.2
H 0.17886 -0.35671 -0.69641 0.2 -0.1 0.1
H 1.27047 -0.43339 0.76194 -0.1 0.1 -0.5
H -3.52970 -1.06979 3.19650 0.1 -0.1 -0.2
H -4.93254 -3.10870 3.00644 0.2 0.0 -0.2
H -4.62624 -4.67937 1.08998 0.2 0.3 0.0
H -2.90551 -4.17672 -0.64938 -0.1 0.1 0.2
H -1.50655 -2.13813 -0.47542 -0.2 -0.1 0.2
H -3.06684 2.04642 3.45161 0.3 -0.1 0.1
H -3.03861 2.62166 5.86131 0.2 -0.2 -0.1
H -1.21244 1.76715 7.33830 0.0 -0.1 -0.3
H 0.58629 0.32974 6.37560 -0.2 0.1 -0.2
H 0.58674 -0.21984 3.94633 -0.2 0.2 0.2
H -3.38965 0.50216 -0.90072 0.0 0.3 0.1
H -4.58773 2.29652 -2.13614 0.2 0.1 0.2
H -4.29200 4.68785 -1.47768 0.2 -0.2 0.1
H -2.78470 5.27238 0.42758 -0.1 -0.2 -0.2
H -1.58468 3.48966 1.65747 -0.2 -0.1 -0.2
C 1.05646 -2.07992 -8.68856 0.1 -0.1 1.2
O 1.11424 -2.34161 -7.26036 -0.3 -0.2 -1.2
C 1.32238 -1.26390 -6.44752 0.5 1.3 0.7
C 1.38252 -1.47404 -5.04504 -0.1 -0.3 -1.3
C 1.70326 -0.43787 -4.18826 0.0 0.5 -0.4
C 1.99621 0.85907 -4.68285 -0.1 -0.1 -0.2
C 2.53891 1.90806 -3.84285 0.0 1.0 0.4
C 2.37969 3.32799 -4.10254 0.8 -1.1 0.9
C 3.27442 4.06943 -3.24504 0.0 -0.4 -0.1
C 3.39608 5.45113 -3.39740 -0.4 -0.1 -0.2
C 2.66155 6.09547 -4.40545 0.4 0.0 0.4
C 1.73908 5.38681 -5.18855 -0.1 -0.7 0.3
C 1.55103 4.01327 -4.99020 -0.1 0.9 -0.4
C 3.98739 3.09244 -2.42326 -0.3 0.1 -0.5
C 3.52902 1.77476 -2.79881 -0.8 0.9 -1.1
C 4.12796 0.65054 -2.23246 0.7 -0.3 0.6
C 5.16878 0.81930 -1.31548 -0.4 -0.1 -0.5
C 5.62036 2.10132 -0.96616 0.0 0.4 0.1
C 5.02410 3.24349 -1.51358 0.0 -0.5 0.1
C 1.82611 1.07941 -6.07280 0.1 -0.3 0.3
C 1.53706 0.04366 -6.94553 -0.4 -1.0 0.2
H 0.85722 -3.04794 -9.14153 0.0 0.0 0.0
H 0.24615 -1.37331 -8.92613 0.2 -0.2 0.1
H 2.01730 -1.68583 -9.05195 -0.2 -0.1 0.1
H 1.20625 -2.48331 -4.67910 0.0 0.1 0.0
H 1.72525 -0.61071 -3.11372 0.1 0.0 -0.2
H 4.04379 6.00640 -2.71923 0.0 0.0 -0.3
H 2.80718 7.15908 -4.57968 -0.1 -0.1 0.1
H 1.16918 5.90882 -5.95485 0.0 -0.1 0.2
H 0.77000 3.46794 -5.51207 0.1 0.2 -0.1
H 3.78262 -0.34212 -2.50826 0.2 0.1 0.1
H 5.63767 -0.05549 -0.85906 -0.1 0.2 -0.1
H 6.44289 2.20407 -0.26104 -0.1 0.0 -0.1
H 5.33289 4.24534 -1.22902 0.2 -0.1 0.0
H 1.98425 2.06696 -6.49947 0.2 -0.2 0.2
H 1.49338 0.22664 -8.02188 0.0 0.1 0.4

4.
17
Properties=species:S:1:pos:R:3:forces:R:3 method="wB97M-V/def2-TZVPD" e_homo_ha=-0.317 e_lumo_ev=-0.4 total_energy_ha=-496.1320 orbital_gap_ev=8.3 e_above_lowest_ev=4.643 spin_multiplicity=1
C 0.17675 0.24096 0.49423 1.5 -0.2 -0.8
C 0.15377 -1.20627 -0.56100 -1.4 0.2 0.6
C 0.11075 1.64008 -0.06781 -0.3 -0.1 0.0
C -1.15547 -0.71736 0.03395 0.0 -1.1 -0.6
C 1.80117 -0.27468 -0.24593 0.1 0.7 0.9
O 0.35833 0.02623 1.79819 -0.3 -0.3 -0.1
O -1.96912 -0.15473 -0.95574 0.4 0.2 0.3
O -1.68973 -1.22411 1.06513 0.2 0.3 -0.2
O 2.63724 -0.75413 0.44570 -0.6 0.0 -0.4
H -0.46082 -0.49923 2.05534 0.1 0.1 0.0
H -2.86276 -0.17606 -0.58760 0.1 0.0 0.1
H 0.22125 -1.05369 -1.63235 0.1 0.1 0.1
H 0.49996 -2.12366 -0.10352 0.2 0.2 0.1
H 1.98145 0.31921 -1.15344 -0.1 -0.1 -0.1
H -0.82527 2.07608 0.28573 0.0 0.1 -0.1
H 0.07778 1.63404 -1.15501 0.0 0.0 0.0
H 0.94475 2.24734 0.28411 0.0 0.0 0.0

5.
15
Properties=species:S:1:pos:R:3:forces:R:3 method="wB97M-V/def2-TZVPD" e_homo_ha=-0.365 e_lumo_ev=0.9 total_energy_ha=-345.7152 orbital_gap_ev=10.9 e_above_lowest_ev=2.441 smiles=C[C@@]1(O)C[C@H]2O[C@H]21 spin_multiplicity=1
C -0.86025 0.13307 1.45031 0.0 0.1 0.1
C -0.02734 0.46878 0.23443 -0.2 -0.2 0.1
O 0.30803 1.85278 0.25457 -0.3 0.0 -0.4
C 1.23806 -0.39741 -0.03607 0.1 0.0 0.1
C 0.57362 -0.93745 -1.29347 0.3 -0.4 0.1
O -0.66604 -1.52144 -0.87086 0.1 -0.3 0.0
C -0.62655 -0.12137 -1.06939 -0.2 0.7 0.0
H -1.15073 -0.92249 1.43488 0.1 0.2 0.1
H -0.28502 0.34386 2.35317 -0.1 0.0 0.1
H -1.76177 0.75537 1.46088 0.1 -0.1 0.0
H 0.02193 2.29423 -0.55539 0.0 -0.2 0.1
H 2.06747 0.26504 -0.28861 0.0 -0.1 0.2
H 1.51682 -1.12534 0.73324 0.0 0.1 -0.2
H 1.08819 -1.38368 -2.14214 -0.4 0.3 -0.1
H -1.43644 0.29604 -1.66554 0.4 0.0 -0.2

6.
88
Properties=species:S:1:pos:R:3:forces:R:3 method="wB97M-V/def2-TZVPD" e_homo_ha=-0.620 e_lumo_ev=-10.5 total_energy_ha=-6570.2013 orbital_gap_ev=6.3 e_above_lowest_ev=0.460 charge=+3 spin_multiplicity=1
W -0.02676 -0.04157 0.57930 -0.7 0.0 0.8
C -1.76778 -3.06983 6.55428 -0.1 0.1 0.1
O -0.83688 -3.90922 5.84424 0.0 0.0 0.0
C -0.38900 -3.56915 4.67168 0.0 0.1 0.0
C 0.51166 -4.50282 4.07463 0.0 0.0 0.0
C 1.01942 -4.25840 2.85208 0.0 0.0 0.0
C 0.68176 -3.06530 2.11364 0.0 0.0 0.0
C 1.18105 -2.82261 0.85155 -0.2 0.0 0.1
C 2.10418 -3.71829 0.10465 0.0 0.1 -0.1
O 0.84374 -1.73385 0.15682 0.3 -0.3 0.1
C -0.20821 -2.13495 2.75444 -0.1 -0.1 -0.1
O -0.56631 -0.98713 2.17805 0.2 -0.1 0.0
C -0.73261 -2.38489 4.00230 -0.1 0.0 0.0
H -1.98346 -3.59491 7.47739 0.0 0.0 0.0
H -2.68176 -2.94900 5.97398 0.0 0.0 0.0
H -1.31146 -2.10516 6.77328 0.0 0.0 0.0
H 0.75711 -5.39667 4.63106 0.0 0.0 0.0
H 1.69838 -4.97790 2.42177 0.0 0.0 0.0
H 2.29092 -4.66072 0.60299 0.0 0.0 0.0
H 3.05970 -3.20945 -0.04977 0.0 0.0 0.0
H 1.67978 -3.92197 -0.87880 0.0 0.0 0.0
H -1.40688 -1.66189 4.43607 0.0 0.0 0.0
C -0.11539 2.86770 1.19691 0.1 -0.1 -0.1
Si -1.92402 2.50934 0.92808 0.1 -0.2 0.0
C -2.77531 2.69525 2.55012 0.0 0.1 0.1
C -2.64678 3.37832 -0.52493 0.0 0.1 -0.1
N -1.78402 0.69272 0.52251 0.1 0.1 -0.1
C -3.00231 -0.00993 0.34993 0.0 -0.1 0.0
C -4.28029 0.55298 0.42782 0.0 0.0 0.0
C -5.40156 -0.23470 0.23693 0.0 0.0 0.0
C -5.28433 -1.59209 -0.04254 0.0 0.0 0.0
C -4.02801 -2.17794 -0.14300 -0.1 0.0 0.0
C -2.94599 -1.36598 0.05710 0.0 0.0 0.0
F -1.67827 -1.87503 -0.06102 0.0 0.0 0.0
H -0.00574 3.94043 1.38246 0.0 0.0 0.0
H 0.56347 2.66350 0.36019 0.0 0.1 0.0
H 0.23117 2.38017 2.10988 0.0 0.1 0.0
H -2.53698 3.69125 2.93656 0.0 0.0 0.0
H -2.41373 1.96745 3.27936 0.0 0.0 0.0
H -3.85961 2.62230 2.50040 0.0 0.0 0.0
H -2.26715 4.40445 -0.53765 0.0 0.0 0.0
H -3.73249 3.44346 -0.45857 0.0 0.0 0.0
H -2.39400 2.92098 -1.48254 0.0 0.0 0.0
H -4.41537 1.60280 0.63223 0.0 0.0 0.0
H -6.38063 0.21888 0.30289 0.0 0.0 0.0
H -6.16908 -2.19526 -0.19070 0.0 0.0 0.0
H -3.89736 -3.22664 -0.37269 0.0 0.0 0.0
C -0.54726 2.50262 -6.21747 0.0 0.0 0.0
C 0.08557 1.83262 -5.00410 0.0 0.0 0.0
C -0.59554 2.24968 -3.70628 0.0 0.0 0.0
C 0.10334 1.73478 -2.42089 0.0 0.0 -0.1
Ge -0.46730 -0.13272 -2.10921 0.0 0.0 -0.4
C 0.22817 -1.62960 -3.15651 0.1 0.0 0.1
C 1.72867 -1.91915 -3.22361 -0.1 0.0 -0.1
C 2.56354 -0.85190 -3.92291 0.0 0.0 0.1
C 4.05665 -1.15017 -3.85040 0.0 0.0 0.0
H -0.08548 2.15126 -7.13853 0.0 0.0 0.0
H -0.42276 3.58529 -6.17586 0.0 0.0 0.0
H -1.61594 2.29174 -6.27677 0.0 0.0 0.0
H 1.14827 2.08676 -4.95301 0.0 0.0 0.0
H 0.03310 0.74646 -5.12207 0.0 -0.1 0.0
H -1.64391 1.93080 -3.72969 0.0 0.0 0.0
H -0.62339 3.34135 -3.64938 0.1 0.0 0.0
H -0.20872 2.36597 -1.58799 0.0 0.0 0.0
H 1.18680 1.80790 -2.51226 0.0 0.0 0.0
H -2.00086 -0.15660 -2.14741 0.0 0.0 0.0
H -0.14607 -1.41237 -4.16399 -0.1 0.0 0.0
H -0.33455 -2.50302 -2.81785 0.0 0.0 0.0
H 1.86443 -2.85963 -3.76481 0.0 0.0 0.0
H 2.12044 -2.10527 -2.22250 0.1 0.0 0.1
H 2.35743 0.13593 -3.49392 0.0 0.1 0.0
H 2.25472 -0.78068 -4.96763 0.0 0.0 0.0
H 4.42249 -1.16445 -2.81701 0.0 0.0 0.0
H 4.63931 -0.40861 -4.39438 0.0 0.0 0.0
H 4.27897 -2.12797 -4.27811 0.0 0.0 0.0
Se 2.78370 0.10363 -0.49488 0.3 0.0 -0.4
N 1.91550 0.50227 1.10796 -0.2 0.4 -0.4
C 2.62835 1.47249 1.72020 0.0 -0.2 0.1
C 2.41678 1.97631 3.01612 0.0 0.0 0.0
C 3.27748 2.93590 3.47624 -0.1 -0.1 0.0
C 4.35541 3.45730 2.69189 0.0 0.0 0.0
C 4.60362 2.98788 1.44677 0.0 0.0 0.0
C 3.74685 1.96412 0.93073 0.0 0.0 0.0
N 3.91637 1.40207 -0.24842 0.1 0.1 0.2
H 1.63284 1.57523 3.64423 0.0 0.0 0.0
H 3.14915 3.30699 4.48528 0.0 0.0 0.0
H 4.99096 4.22013 3.12040 0.0 0.0 0.0
H 5.43007 3.33595 0.84265 0.0 0.0 0.0

no.,strongest force on any atom (eV/A)
1,4.002
2,1.508
3,1.627
4,1.689
5,0.742
6,1.062